Record 1
Entry from OMol25: an isolated molecule of C25H30N4O2S (wB97M-V/def2-TZVPD).

Structure (XYZ):
```
62
Properties=species:S:1:pos:R:3:forces:R:3:mulliken_charge:R:1
C -7.37580 -3.07218 2.19887 0.1 0.1 -0.1 -1.160
C -6.54993 -2.43053 1.13674 0.2 -0.7 -0.2 0.318
C -5.78967 -3.06766 0.20463 0.0 0.3 -0.1 -0.451
S -4.98791 -1.94054 -0.82146 -0.5 -0.3 0.6 -0.051
C -5.76555 -0.67008 0.07476 0.4 -0.2 -0.3 0.417
C -5.59362 0.77860 -0.25496 0.0 0.1 -0.5 0.067
C -6.02518 1.08732 -1.68893 0.0 0.0 0.1 -1.532
N -4.22312 1.22712 0.00814 -0.1 0.0 -0.1 0.208
C -4.03844 1.95067 1.24372 0.1 0.1 0.3 -1.164
C -3.20222 0.76876 -0.75496 0.2 0.3 0.1 0.850
O -3.35887 -0.06747 -1.63156 0.1 0.0 -0.2 -0.674
C -1.85577 1.36362 -0.51223 0.3 -0.1 -0.1 -0.369
C -1.63638 2.73625 -0.60804 0.1 -0.2 0.0 -0.165
C -0.36549 3.24597 -0.47342 0.2 0.0 0.0 -0.709
C 0.73042 2.40822 -0.23068 -0.3 0.1 0.0 0.750
O 1.90915 3.07227 -0.11817 -0.3 0.1 -0.1 -0.380
C 3.14898 2.47474 0.22589 0.4 -0.3 0.2 -0.405
C 3.16995 1.81907 1.60818 0.1 0.3 -0.1 -0.432
C 4.59283 1.36747 1.92552 -0.3 -0.1 0.1 -0.900
N 5.04923 0.43138 0.91566 0.1 0.0 0.1 0.383
C 6.31915 -0.18134 1.26512 -0.1 0.1 0.1 -0.830
C 6.61331 -1.36685 0.38698 -0.2 -0.1 0.0 0.363
C 5.61016 -2.27496 0.05771 0.1 0.0 0.0 -0.295
C 5.93122 -3.35813 -0.73966 0.1 0.0 0.0 -0.461
C 7.24075 -3.50300 -1.17467 0.0 0.0 0.0 -0.421
C 8.16424 -2.54485 -0.79045 0.1 -0.3 -0.2 -0.188
N 7.86218 -1.50248 -0.03481 0.2 0.4 0.2 -0.533
C 5.11150 1.07632 -0.38454 -0.2 -0.1 -0.2 -0.827
C 3.71641 1.51308 -0.82100 0.0 0.3 0.1 -0.411
C 0.50913 1.03669 -0.14756 0.4 0.0 0.1 0.032
C -0.76863 0.52842 -0.30332 -0.3 0.1 0.0 -1.420
N -6.51879 -1.07466 1.03957 -0.4 0.6 0.3 -0.615
H -7.31704 -4.15417 2.12204 0.0 -0.1 0.1 0.328
H -7.02532 -2.76141 3.18166 0.0 0.0 0.1 0.277
H -8.41335 -2.75883 2.09986 -0.1 0.0 0.0 0.288
H -5.64761 -4.12171 0.07731 0.0 -0.3 0.0 0.413
H -6.23979 1.33186 0.43496 0.1 -0.2 -0.1 0.473
H -5.90279 2.14904 -1.89110 0.0 0.1 0.0 0.381
H -7.07147 0.82049 -1.81459 -0.1 0.0 0.0 0.444
H -5.42463 0.52075 -2.39438 -0.1 0.0 0.0 0.348
H -2.97931 2.05318 1.46629 -0.1 0.0 0.1 0.456
H -4.51822 1.40560 2.06067 0.0 0.0 0.0 0.370
H -4.48674 2.94561 1.17728 0.0 0.0 0.1 0.305
H -2.46419 3.40167 -0.80399 -0.1 0.1 0.0 0.422
H -0.18164 4.30583 -0.55431 0.0 0.1 0.0 0.458
H 3.81246 3.35146 0.26246 -0.1 -0.2 0.0 0.346
H 2.51168 0.95255 1.63599 0.0 0.0 0.0 0.192
H 2.82737 2.53406 2.35837 0.0 0.0 0.0 0.360
H 4.60479 0.86353 2.89525 0.1 0.1 0.0 0.449
H 5.25547 2.25049 1.98992 0.0 -0.1 0.0 0.377
H 6.25155 -0.53224 2.30037 0.0 0.1 0.0 0.440
H 7.16452 0.52349 1.20087 0.0 -0.1 0.0 0.242
H 4.60838 -2.11327 0.42186 -0.1 0.0 0.0 0.386
H 5.17673 -4.08092 -1.01606 0.0 0.0 0.0 0.402
H 7.53499 -4.33491 -1.79537 0.0 -0.1 -0.1 0.373
H 9.19898 -2.60562 -1.10247 0.1 -0.1 -0.1 0.398
H 5.51435 0.35985 -1.10380 0.0 0.1 0.0 0.485
H 5.78554 1.95274 -0.36232 0.0 -0.1 0.0 0.273
H 3.08889 0.63015 -0.92471 0.0 0.0 0.0 0.096
H 3.76534 2.01242 -1.78986 0.0 0.0 0.0 0.369
H 1.31475 0.34359 0.02504 0.1 0.0 0.0 0.389
H -0.92853 -0.53856 -0.25776 0.0 -0.1 0.0 0.469
```
Positions in Å, forces in eV/Å.

Frontier orbital gap in eV: 9.125
Calculated total energy in a.u.: -1738.3523
Highest occupied orbital energy in eV: -8.5
Relative energy (zero: lowest compared OMol25 entry of this formula, charge and spin) in kJ/mol: 149.2
SMILES: Cc1csc([C@H](C)N(C)C(=O)c2ccc(OC3CCN(Cc4ccccn4)CC3)cc2)n1
Molar mass in g mol⁻¹: 450.6



Record 2
Entry from OMol25: an isolated ion of composition C2H4N5 and charge +1 (wB97M-V/def2-TZVPD).

Structure (XYZ):
```
11
Properties=species:S:1:pos:R:3:forces:R:3:mulliken_charge:R:1
C 0.48342 -0.00654 1.69552 -1.8 -3.3 -1.2 -0.693
N 0.21214 0.63598 0.41285 0.0 3.8 -0.6 -0.076
C -0.16260 0.12164 -0.68647 0.8 -1.2 -0.5 0.657
N -0.49022 0.78814 -1.89956 0.2 3.1 0.7 -0.038
N -0.78158 0.00475 -2.75373 -0.5 -0.3 -0.6 -0.074
N -0.67369 -1.39549 -2.14503 1.8 -0.6 3.1 -0.100
N -0.20084 -1.26234 -0.97849 -1.8 -1.3 -1.9 -0.038
H 1.28853 0.39620 2.24538 1.1 0.4 0.1 0.307
H 0.50725 -1.12613 1.43653 0.6 1.6 0.8 0.329
H -0.43062 0.10499 2.26955 -0.2 0.2 0.3 0.350
H 0.24821 1.73880 0.40346 -0.2 -2.5 -0.1 0.375
```
Positions in Å, forces in eV/Å.

Frontier orbital gap in eV: 7.903
Calculated total energy in a.u.: -351.9702
Highest occupied orbital energy in eV: -16.1
Relative energy (zero: lowest compared OMol25 entry of this formula, charge and spin) in kJ/mol: 201.4
SMILES: C[NH+]=C1N=NN=N1
Total charge: +1
Molar mass in g mol⁻¹: 98.1



Record 3
Entry from OMol25: C24H29F3IN8O3PPt as an isolated structure (wB97M-V/def2-TZVPD).

Structure (XYZ):
```
70
Properties=species:S:1:pos:R:3:forces:R:3:mulliken_charge:R:1
Pt 0.77925 0.87552 0.16560 0.0 0.0 0.0 1.739
N -2.84260 2.01115 2.22708 0.0 0.0 0.0 0.127
C -1.84128 2.50481 1.50366 0.0 0.0 0.0 -0.325
N -0.98706 1.52088 1.27283 0.0 0.0 0.0 -0.221
C -1.54389 0.43750 1.88977 0.0 0.0 0.0 0.039
N -2.67605 0.70154 2.48212 0.0 0.0 0.0 -0.582
C -0.85888 -0.84799 1.81174 0.0 0.0 0.0 0.834
C -1.32987 -2.01447 2.38597 0.0 0.0 0.0 -0.408
N -0.66538 -3.15862 2.28743 0.0 0.0 0.0 -0.453
C 0.46694 -3.14665 1.60480 0.0 0.0 0.0 -0.698
C 0.96139 -1.99699 0.99923 0.0 0.0 0.0 0.083
N 0.29750 -0.85314 1.12008 0.0 0.0 0.0 0.144
H -3.65631 2.49375 2.58392 0.0 0.0 0.0 0.196
H -1.76034 3.52986 1.17983 0.0 0.0 0.0 0.530
H -2.26210 -2.00656 2.93736 0.0 0.0 0.0 0.508
H 1.01448 -4.07637 1.51677 0.0 0.0 0.0 0.417
H 1.87176 -1.99932 0.42046 0.0 0.0 0.0 0.397
I 2.49926 1.45033 1.99138 0.0 0.0 0.0 0.064
C 4.07272 0.99757 0.66523 0.0 0.0 0.0 0.651
C 5.35906 1.26032 1.01532 0.0 0.0 0.0 -0.559
C 6.37560 0.85122 0.12366 0.0 0.0 0.0 -0.709
C 6.05686 0.18054 -1.02198 0.0 0.0 0.0 -1.043
C 4.71185 -0.10400 -1.36582 0.0 0.0 0.0 0.859
C 4.37681 -0.84691 -2.52419 0.0 0.0 0.0 -0.992
C 3.07699 -1.14532 -2.80921 0.0 0.0 0.0 -0.957
C 2.02994 -0.66978 -1.98434 0.0 0.0 0.0 1.035
C 2.32539 0.08372 -0.88554 0.0 0.0 0.0 -0.631
C 3.66980 0.34737 -0.51574 0.0 0.0 0.0 0.278
H 5.61735 1.75692 1.94109 0.0 0.0 0.0 0.423
H 7.40628 1.06081 0.37245 0.0 0.0 0.0 0.425
H 6.84004 -0.15423 -1.68992 0.0 0.0 0.0 0.465
H 5.17538 -1.18974 -3.16940 0.0 0.0 0.0 0.442
H 2.82983 -1.73777 -3.68006 0.0 0.0 0.0 0.520
H 1.00322 -0.92505 -2.21934 0.0 0.0 0.0 -0.164
F -1.57946 3.40689 -2.72678 0.0 0.0 0.0 -0.227
C -0.38103 2.90426 -3.03389 0.0 0.0 0.0 0.483
F -0.49701 2.10706 -4.08576 0.0 0.0 0.0 -0.190
F 0.46038 3.88407 -3.29275 0.0 0.0 0.0 -0.218
C 0.10194 2.08940 -1.82228 0.0 0.0 0.0 0.439
O 0.95302 2.55388 -1.00499 0.0 0.0 0.0 -0.729
O -0.37813 0.94977 -1.57564 0.0 0.0 0.0 -0.035
C -3.80319 -0.61716 -3.55144 0.0 0.0 0.0 -1.215
N -2.99751 -0.84039 -2.35793 0.0 0.0 0.0 1.075
C -3.44364 -0.06513 -1.21504 0.0 0.0 0.0 -1.093
P -2.02807 -2.15508 -2.08006 0.0 0.0 -0.1 -0.808
O -0.99578 -1.84032 -1.04222 0.0 0.0 0.0 -0.092
N -2.92276 -3.44324 -1.58641 -0.1 0.0 0.0 0.468
C -2.42838 -4.42718 -0.63723 0.0 0.0 0.0 -0.846
C -4.14938 -3.82548 -2.27227 0.0 0.0 0.0 -1.033
N -1.48332 -2.51092 -3.60120 0.0 0.0 0.0 0.259
C -1.14154 -3.87664 -3.97963 0.0 0.0 0.0 -0.933
C -0.76961 -1.50430 -4.37345 0.0 0.0 0.0 -0.750
H -4.86227 -0.81637 -3.36054 0.0 0.0 0.0 0.333
H -3.46991 -1.25717 -4.36312 0.0 0.0 0.0 0.415
H -3.70960 0.42450 -3.87039 0.0 0.0 0.0 0.272
H -4.48521 -0.28667 -0.95856 0.0 0.0 0.0 0.421
H -3.37174 1.00547 -1.43542 0.0 0.0 0.0 0.275
H -2.81976 -0.29348 -0.35263 0.0 0.0 0.0 0.083
H -1.45527 -4.12132 -0.26414 0.0 0.0 0.0 0.059
H -2.32979 -5.40777 -1.11356 0.0 0.0 0.0 0.355
H -3.11388 -4.53095 0.20779 0.0 0.0 0.0 0.276
H -4.38813 -3.11774 -3.06230 0.0 0.0 0.0 0.249
H -4.98879 -3.86213 -1.57439 0.0 0.0 0.0 0.330
H -4.04492 -4.81391 -2.72942 0.0 0.0 0.0 0.415
H -1.75208 -4.58984 -3.43229 0.0 0.0 0.0 0.257
H -0.08639 -4.09964 -3.78710 0.0 0.0 0.0 0.259
H -1.32913 -4.01367 -5.04567 0.0 0.0 0.0 0.357
H -1.00420 -0.50691 -4.00578 0.0 0.0 0.0 0.207
H -1.05752 -1.56367 -5.42534 0.0 0.0 0.0 0.444
H 0.31566 -1.65393 -4.32041 0.0 0.0 0.0 0.007
```
Positions in Å, forces in eV/Å.

Frontier orbital gap in eV: 5.211
Calculated total energy in a.u.: -2653.2217
Highest occupied orbital energy in eV: -13.3
Relative energy (zero: lowest compared OMol25 entry of this formula, charge and spin) in kJ/mol: 97.2
Total charge: +2
Molar mass in g mol⁻¹: 887.5



Record 4
Entry from OMol25: an isolated molecule of C3H4O2S2 (wB97M-V/def2-TZVPD).

Structure (XYZ):
```
11
Properties=species:S:1:pos:R:3:forces:R:3:mulliken_charge:R:1
O 0.55772 -0.82147 1.84886 0.2 0.0 2.3 -0.459
C 0.53236 -0.77126 0.67222 -1.2 0.6 -1.6 0.430
S 1.38829 -1.91832 -0.31089 0.3 -0.3 -0.1 -0.156
C -0.37249 0.32176 0.00891 0.3 0.6 0.0 0.394
S -0.69584 0.41220 -1.55810 -0.1 0.0 -0.2 -0.367
C -0.85883 1.40518 0.97720 0.5 -1.3 0.3 -0.380
O -1.10512 2.66041 0.47956 -0.7 0.6 -2.9 -0.485
H 0.89957 -1.39387 -1.42648 -0.1 0.0 -0.6 0.099
H -0.10220 1.42230 1.75394 0.1 0.5 0.2 0.313
H -1.76705 1.05910 1.44409 -0.4 -0.7 0.4 0.294
H -1.53659 2.56474 -0.44507 1.0 0.2 2.1 0.317
```
Positions in Å, forces in eV/Å.

Frontier orbital gap in eV: 8.101
Calculated total energy in a.u.: -1063.5272
Highest occupied orbital energy in eV: -9.6
Relative energy (zero: lowest compared OMol25 entry of this formula, charge and spin) in kJ/mol: 96.8
SMILES: O=C(S)C(=S)CO
Molar mass in g mol⁻¹: 136.2



Q: The lowest relative energy (zero: lowest compared OMol25 entry of this formula, charge and spin) belongs to which entry?
A: C3H4O2S2



Q: The highest calculated total energy belongs to which entry?
A: C2H4N5



Q: Among the records above, which one has the lowest relative energy (zero: lowest compared OMol25 entry of this formula, charge and spin)?
A: C3H4O2S2